# 1
The following is a DFT calculation (ωB97M-V/def2-TZVPD) of a molecular structure, C33H57N3O4PtSi at a distorted geometry.

Last column: Löwdin spin population.
CARTESIAN COORDINATES (ANGSTROEM)
Pt: 0.20203 0.78320 0.58299  1.14
Si: 0.39401 2.14379 -1.89289  0.06
O: -0.03946 -0.79821 2.02741  0.18
O: -1.14466 -1.75698 -3.50252  0.00
O: -1.29051 -2.37225 2.73740  0.01
O: 0.65169 -2.51803 -1.23941  0.01
N: 1.54985 1.27434 2.07609  0.11
N: -0.94930 -1.72074 1.76162  0.00
N: -1.18494 1.61310 1.81600  0.11
C: 2.88393 -3.31821 -1.09754  0.00
C: -1.23542 2.60027 -2.68656  0.00
C: 3.86190 -1.07537 3.83077  0.00
C: -3.21205 -2.98837 -3.54926  0.00
C: 0.32274 0.36007 -1.29425  0.13
C: -3.13986 0.92259 -0.26702  0.01
C: 4.83444 -1.28094 2.85691  0.02
C: -0.64996 -1.17837 -4.71198  0.00
C: 1.48094 2.50882 2.56707  0.00
C: -1.70393 1.18604 4.58857  0.00
C: 2.76414 -0.25939 3.56321  0.01
C: 3.65101 0.18289 1.32909  0.02
C: 1.94086 -2.62971 -2.03362  0.00
C: -4.89613 -0.00541 2.95811  0.01
C: -1.00756 -2.00843 -5.92602  0.00
C: 1.68523 -0.13170 4.58553  0.00
C: 4.73739 -0.64881 1.62158  0.00
C: 1.62106 1.95331 -3.31656  0.01
C: 2.65119 0.39049 2.31134  0.01
C: -4.60504 0.14431 1.60564  0.00
C: -2.09910 3.85448 2.23364  0.00
C: -2.55227 -1.67349 -3.21736  0.00
C: 2.64244 3.06253 3.34817  0.00
C: -0.14682 -4.56221 -2.39654  0.00
C: 3.62459 0.86995 0.00163  0.01
C: -3.37274 0.65983 1.18636  0.01
C: 0.35900 3.31841 2.35997  0.01
C: -2.71700 0.85138 3.54123  0.01
C: -2.42004 1.01540 2.16299  0.01
C: 0.98768 3.62904 -0.92966  0.03
C: -3.95674 0.34078 3.92628  0.00
C: -0.94243 2.90822 2.09301  0.01
C: -0.26545 -3.70573 -1.17436  0.00
H: 0.22226 4.04907 -0.26028  0.00
H: -1.02112 -0.14589 -4.81151  0.00
H: -3.12742 -3.20449 -4.61797  0.00
H: 0.88393 -4.80663 -2.64616  0.00
H: 2.58418 -4.36147 -0.92488  0.00
H: -0.47563 -1.62909 -6.79929  0.00
H: 1.22837 4.40030 -1.68294  0.00
H: -2.61900 -1.47260 -2.13496  0.00
H: -1.92117 3.10151 -1.99323  0.00
H: -1.46533 2.26033 4.62050  0.00
H: -2.73150 3.83877 1.33215  0.00
H: -5.33322 -0.13263 0.84354  0.00
H: 2.66299 1.38917 -0.15143  0.01
H: -1.27047 -3.30556 -1.00374  0.00
H: 1.20351 1.28577 -4.08811  0.00
H: -1.74078 1.73910 -3.14657  0.00
H: 1.39661 0.91613 4.74004  0.00
H: -2.07933 -1.95109 -6.13681  0.00
H: 3.92661 -1.53786 4.81861  0.00
H: -0.73128 -3.06090 -5.78485  0.00
H: -3.73204 0.22420 -0.87560  0.00
H: -2.76602 -3.81678 -2.98811  0.00
H: 4.43637 1.61177 -0.09177  0.00
H: 2.79049 2.52574 4.29524  0.00
H: 3.87933 -3.32803 -1.54917  0.00
H: 5.67539 -1.94354 3.05450  0.00
H: -5.86074 -0.40634 3.26263  0.00
H: 2.03199 -0.53881 5.54148  0.00
H: -0.77332 0.61773 4.44597  0.00
H: -4.27156 -2.93814 -3.29689  0.00
H: -2.73050 3.62987 3.11190  0.00
H: -3.41992 1.94794 -0.56343  0.00
H: -4.14369 0.22944 4.99714  0.00
H: -0.64511 -5.52345 -2.21421  0.00
H: 2.92284 -2.80509 -0.12944  0.00
H: 5.50949 -0.78862 0.85927  0.00
H: 0.43738 -1.14480 -4.57724  0.00
H: 3.57674 3.05480 2.76581  0.00
H: -0.99133 3.31284 -3.49123  0.00
H: 0.07553 -4.20578 -0.27329  0.00
H: 3.75966 0.13405 -0.81000  0.00
H: 2.58930 1.56389 -2.96867  0.00
H: 1.75819 2.96417 -3.73266  0.00
H: 1.90614 3.44990 -0.35137  0.00
H: 0.25282 -1.60480 -1.32499  0.00
H: 1.27464 -0.11153 -1.59280  0.02
H: -0.61618 -4.06462 -3.24550  0.00
H: 0.47927 4.35158 2.64737  0.00
H: -1.71462 4.87555 2.35839  0.00
H: -2.07577 0.76429 -0.52714  0.01
H: -0.55920 -0.08862 -1.78175  0.02
H: 0.80413 -0.71551 4.27154  0.00
H: 2.42485 4.10606 3.60717  0.00
H: -2.99802 -0.82269 -3.76476  0.00
H: 2.19550 -1.59605 -2.28535  0.00
H: 1.71984 -3.14828 -2.96336  0.00
H: -2.10876 0.91490 5.57114  0.00

## Properties
2S+1: 3
⟨S²⟩: 2.01
highest occupied orbital energy (alpha / beta): -6.30 / -6.15 eV
HOMO-LUMO gap (alpha / beta): 6.448 / 6.296 eV



# 2
The following is a DFT calculation (ωB97M-V/def2-TZVPD) of a molecular structure, C33H57N4OP2W at a distorted geometry.

Last column: Löwdin spin population.
CARTESIAN COORDINATES (ANGSTROEM)
W: -0.01496 -0.03439 0.05701  1.41
P: 0.40485 -2.53689 0.28652  0.02
P: -1.25968 2.12239 -0.09809  0.03
O: 2.31466 1.91935 -0.65791  0.10
N: -2.05706 -0.78216 0.28225  0.00
N: 0.66548 0.08714 2.16948  0.02
N: 1.85290 0.21397 3.98295  0.01
N: -0.43083 -0.48037 -2.06281  0.01
C: -0.68549 -1.36383 -2.85689  0.07
C: 3.00901 -3.81239 -0.04536  0.00
C: -1.81254 -3.54869 -3.64490  0.00
C: 0.56323 0.19709 4.42296  0.00
C: 1.88757 -3.15106 -0.85764  0.01
C: -2.73844 3.96861 -1.83938  0.00
C: 1.44980 1.16586 -0.39901  0.08
C: -2.31781 -2.14068 0.01751  0.00
C: -3.67807 -2.57060 0.13047  0.03
C: -4.34671 -0.39735 0.94024  0.01
C: -0.92508 2.55831 -2.83510  0.00
C: -1.33713 -2.11157 -4.00098  0.01
C: 0.14610 4.55340 -0.13622  0.00
C: 0.01338 3.38252 2.05241  0.00
C: -1.28608 -3.08897 -0.16369  0.04
C: -0.77338 3.72121 0.77591  0.01
C: -2.01804 4.53957 1.19218  0.00
C: -2.56644 -1.27355 -4.29270  0.00
C: 2.53017 -1.97704 -1.60905  0.01
C: 3.18804 0.03838 1.92060  0.00
C: -3.09125 1.51892 -2.15119  0.00
C: 1.27426 -4.10516 -1.87779  0.00
C: 0.27603 -3.65664 1.83434  0.02
C: 0.09709 -5.12949 1.35674  0.00
C: -3.04480 0.05287 0.70672  0.02
C: 1.91604 0.11686 2.66899  0.02
C: -0.95911 -3.23833 2.64676  0.00
C: -0.20683 0.08868 3.28654  0.01
C: -4.65715 -1.72222 0.62700  0.01
C: -2.05833 2.59203 -1.78603  0.01
C: -2.65159 1.50026 0.97356  0.02
C: 1.49186 -3.50944 2.74963  0.00
C: -0.28059 -2.11297 -5.09975  0.00
H: 0.25839 0.25898 5.44371  0.00
H: -0.37299 1.59132 -2.75084  0.00
H: 0.74784 -4.95064 -1.41246  0.00
H: -1.64046 5.37545 1.80393  0.00
H: -0.40084 -2.97418 -5.74812  0.00
H: -3.53854 4.07735 -1.09827  0.00
H: -3.88827 -3.60896 -0.08927  0.00
H: -0.23272 3.42611 -2.68696  0.00
H: -2.68430 0.50464 -2.03871  0.00
H: -3.36837 1.64534 -3.21093  0.00
H: 2.72585 -4.77637 0.38950  0.00
H: 1.76051 -2.44813 2.88314  0.00
H: 2.07062 -4.53117 -2.51650  0.00
H: -1.26858 -0.00651 3.18596  0.00
H: 3.37158 -3.14308 0.74627  0.00
H: -2.03468 4.80408 -1.75538  0.00
H: 1.22777 -3.93376 3.73455  0.00
H: -0.34397 4.92080 -1.04459  0.00
H: -2.56192 4.97510 0.34208  0.00
H: -1.90387 -3.37465 2.10362  0.00
H: -2.27213 -0.23360 -4.46222  0.00
H: -0.99061 -3.88159 3.53535  0.00
H: 1.81369 -1.39790 -2.20166  0.00
H: -2.28854 -4.02714 -4.52830  0.00
H: 2.36065 -4.07159 2.37934  0.00
H: 0.74957 -2.12945 -4.70030  0.00
H: -1.40834 -3.88005 -0.85551  0.00
H: 3.05397 -1.29402 -0.92920  0.00
H: -0.89524 -2.19814 2.98690  0.00
H: -0.39253 -1.19885 -5.68217  0.00
H: -0.20545 -5.68519 2.27392  0.00
H: -3.20862 4.06962 -2.82987  0.00
H: 3.86650 -4.00647 -0.71177  0.00
H: 0.45974 5.43844 0.43779  0.00
H: 3.99143 -0.20726 2.64117  0.00
H: 0.99479 2.92707 1.82737  0.00
H: -2.72263 3.95153 1.80509  0.00
H: -1.42816 2.62081 -3.84181  0.00
H: 1.04847 3.99514 -0.42337  0.00
H: -0.55015 2.72605 2.73648  0.00
H: 3.13030 -0.76168 1.15952  0.00
H: -0.71570 -5.22628 0.59198  0.00
H: -2.54676 -3.53712 -2.81521  0.00
H: -4.01079 1.60426 -1.55550  0.00
H: -3.26226 -1.29282 -3.43910  0.00
H: -5.67340 -2.07748 0.77258  0.00
H: -5.06991 0.31473 1.32005  0.00
H: 0.19204 4.34292 2.57123  0.00
H: 2.70791 0.25557 4.60500  0.00
H: -0.98117 -4.19425 -3.32575  0.00
H: -3.50946 2.18036 0.78882  0.00
H: 1.05603 -5.54719 0.95766  0.00
H: 0.57350 -3.55202 -2.51940  0.00
H: -3.09055 -1.65199 -5.16993  0.00
H: 3.42855 0.99958 1.43945  0.00
H: 3.28515 -2.38290 -2.30546  0.00
H: -2.37220 1.60902 2.04545  0.00

## Properties
net charge: +3
2S+1: 3
⟨S²⟩: 2.02
highest occupied orbital energy (alpha / beta): -16.11 / -15.85 eV
HOMO-LUMO gap (alpha / beta): 4.512 / 4.356 eV



The total energy results, record by record, are as follows: -58923.72160; -63531.38859 eV.